C31H21IrN8O5S as an isolated structure. Source: the Open Molecules 2025 dataset; level of theory: ωB97M-V/def2-TZVPD.

## Properties
Strongest force on any atom, eV Å⁻¹: 1.6
E_LUMO (spin up / spin down), eV: -3.7 / -5.5
Orbital gap (spin up / spin down), eV: 6.73 / 4.99
HOMO (spin up / spin down), eV: -10.46 / -10.48

The geometry in ORCA input format:
```
! RIJCOSX wB97M-V def2-TZVPD def2/J DEFGRID3
* xyz 1 2
Ir -0.309 -0.127 -0.664
S 6.851 -1.949 -1.719
O 1.183 1.499 3.294
O 0.799 2.664 0.486
O 0.139 0.163 1.278
O -2.932 1.047 -1.547
O -0.730 -0.820 -2.414
N 5.641 -2.812 -1.101
N -1.805 -1.037 1.618
N -1.096 1.794 -0.461
N -1.820 -1.062 0.237
N 0.958 -1.754 -0.461
N -1.086 3.910 0.552
N 1.418 0.670 -1.507
N 6.066 -0.591 -2.082
C -4.011 -2.466 -2.284
C -0.293 0.097 6.259
C 3.896 1.456 -2.460
C -1.272 -0.761 5.753
C -0.360 4.932 1.302
C 1.570 1.851 -2.085
C 4.562 -2.049 -1.160
C -1.416 -0.882 4.393
C -2.423 1.941 -0.886
C 2.914 -3.686 -0.196
C -1.894 -1.396 -2.731
C 2.476 -0.166 -1.415
C 3.738 0.198 -1.873
C -0.597 -0.166 3.503
C -0.780 -0.360 2.064
C -0.389 2.761 0.211
C -3.262 -2.208 -4.545
C 0.372 0.714 4.023
C 4.806 -0.771 -1.724
C -3.071 3.185 -0.532
C -2.386 4.091 0.179
C 2.226 -1.480 -0.842
C 0.654 -2.950 0.028
C 2.801 2.278 -2.576
C -2.768 -1.681 -0.364
C -2.863 -1.832 -1.798
C 0.510 0.823 5.410
C 3.235 -2.431 -0.718
C 1.615 -3.945 0.175
C -4.222 -2.649 -3.635
C -2.106 -1.608 -4.097
H -0.374 -3.106 0.323
H -3.418 -2.342 -5.607
H 0.327 5.475 0.653
H -1.346 -1.266 -4.786
H -3.532 -2.128 0.265
H -2.163 -1.541 3.975
H -0.165 0.202 7.329
H -1.908 -1.324 6.422
H 4.872 1.755 -2.821
H 2.876 3.253 -3.034
H 0.685 2.466 -2.153
H 1.263 1.503 5.787
H -5.124 -3.130 -3.983
H -1.081 5.623 1.731
H -4.752 -2.805 -1.571
H 0.989 1.421 2.343
H 3.692 -4.431 -0.093
H 0.214 4.461 2.095
H 1.324 -4.903 0.580
H -4.093 3.351 -0.831
H -2.825 5.030 0.487
*
```

Mulliken population analysis, charges in e, atoms 1 to 4:
1 Ir 1.3432
2 S 0.1889
3 O -0.6992
4 O -0.6791

C31H22F9N7OOsSTe as an isolated structure. Source: the Open Molecules 2025 dataset; level of theory: ωB97M-V/def2-TZVPD.

## Properties
Strongest force on any atom, eV Å⁻¹: 2.2
E_LUMO (spin up / spin down), eV: -6.2 / -9.2
Orbital gap (spin up / spin down), eV: 6.92 / 3.77
HOMO (spin up / spin down), eV: -13.10 / -13.01

The geometry in ORCA input format:
```
! RIJCOSX wB97M-V def2-TZVPD def2/J DEFGRID3
* xyz 2 5
Os 0.101 0.320 0.965
Te 1.355 -0.027 -1.392
S 0.608 -3.010 -1.371
F -3.995 -1.519 3.589
F -2.462 -3.309 2.422
F 0.118 -1.860 4.428
F -0.371 -2.890 2.094
F -1.283 -0.473 5.302
F -1.856 -1.982 0.819
F -1.875 -2.535 4.964
F -3.222 0.480 3.893
F -3.571 -0.243 1.890
O -0.889 -0.051 2.627
N 0.958 -5.312 -2.712
N -1.610 1.299 0.249
N 4.560 -3.296 0.547
N 1.676 -0.549 1.739
N 2.826 -4.490 -1.947
N 0.207 2.341 1.972
N 4.287 -2.358 5.020
C -2.505 4.862 2.218
C 1.833 3.170 -4.126
C -0.022 0.066 -3.017
C 0.590 2.324 -6.004
C -1.899 2.497 0.837
C 1.658 2.062 -1.868
C -3.361 4.398 1.290
C 1.328 2.146 -3.336
C 3.559 -2.020 2.566
C -0.958 3.022 1.778
C -1.175 -1.512 4.477
C 1.454 3.263 -5.458
C 4.166 -2.748 1.481
C -3.702 1.375 -0.886
C -2.502 0.752 -0.572
C -1.599 -2.365 2.111
C 3.269 -5.747 -2.599
C 2.529 -1.207 2.192
C 0.478 1.197 -3.885
C 0.752 3.832 3.748
C 1.931 -6.382 -3.041
C 0.109 1.285 -5.224
C 3.955 -2.204 3.926
C 1.522 -4.321 -2.037
C -1.674 -1.113 3.053
C -1.278 4.163 2.500
C -3.989 2.590 -0.317
C 1.020 2.720 2.944
C -0.378 4.564 3.510
C -3.154 -0.606 3.126
C -3.085 3.173 0.588
H -0.012 -0.896 -3.518
H -4.921 3.099 -0.542
H 1.922 2.136 3.083
H 1.697 -7.291 -2.494
H -0.546 0.537 -5.661
H 3.918 -5.523 -3.437
H 3.403 -3.957 -1.320
H 1.442 4.097 4.539
H 3.812 -6.364 -1.892
H 2.664 2.384 -1.614
H 2.516 3.899 -3.700
H -2.730 5.765 2.775
H -2.264 -0.225 -0.964
H -4.287 4.920 1.078
H -4.398 0.884 -1.555
H 1.913 -6.597 -4.105
H -0.601 5.446 4.101
H -1.019 0.244 -2.627
H 1.840 4.068 -6.073
H 0.309 2.388 -7.048
H -0.035 -5.383 -2.860
H 0.943 2.594 -1.239
*
```

Mulliken population analysis, charges in e, atoms 1 to 4:
1 Os 0.9562
2 Te 0.0935
3 S -0.3088
4 F -0.2129

C31H23BrF2N2NiO4S as an isolated structure. Source: the Open Molecules 2025 dataset; level of theory: ωB97M-V/def2-TZVPD.

## Properties
Strongest force on any atom, eV Å⁻¹: 0.8
E_LUMO (spin up / spin down), eV: 4.4 / 4.4
Orbital gap (spin up / spin down), eV: 3.13 / 5.09
HOMO (spin up / spin down), eV: 1.29 / -0.67

The geometry in ORCA input format:
```
! RIJCOSX wB97M-V def2-TZVPD def2/J DEFGRID3
* xyz -2 3
Br -1.639 -2.254 1.713
Ni 0.067 0.397 0.001
S 2.636 -1.373 0.751
F -2.960 4.383 1.590
F -1.575 1.605 5.074
O 1.213 -1.254 0.396
O 2.973 -0.698 1.986
O 3.125 -2.729 0.647
O 3.499 -0.557 -0.403
N -1.503 -1.210 -0.845
N -0.842 1.880 -1.121
C -0.928 1.300 1.484
C -1.425 -3.692 -2.132
C 2.639 1.547 -1.274
C 3.292 -4.579 -3.841
C -2.538 3.611 -2.463
C -1.468 -2.347 -0.175
C -1.577 1.875 3.738
C 2.560 2.130 0.021
C 2.192 4.328 -0.926
C -0.829 1.972 -2.448
C -1.631 -2.543 -4.376
C 2.616 -0.527 -2.648
C 4.012 -4.030 -2.776
C -1.421 -3.605 -0.752
C -0.881 1.071 2.867
C -1.674 2.424 1.035
C 2.277 3.777 -2.203
C -1.712 2.635 -0.417
C 2.352 -3.776 -4.488
C -1.538 -2.523 -2.874
C -2.577 3.509 -1.087
C 3.810 -2.730 -2.362
C 2.506 2.426 -2.381
C 2.351 3.487 0.177
C -1.580 -1.331 -2.176
C -2.298 2.983 3.321
C 2.900 0.144 -1.462
C -1.649 2.816 -3.174
C -2.301 3.238 1.969
C 2.143 -2.469 -4.088
C 2.856 -1.891 -3.003
H -2.001 -1.588 -4.754
H -1.723 -0.401 -2.715
H 2.161 4.417 -3.074
H -0.099 1.349 -2.954
H -1.579 2.867 -4.252
H 1.777 -4.186 -5.314
H 1.988 5.385 -0.791
H -3.277 4.108 -0.524
H 2.594 2.034 -3.387
H -1.381 -4.657 -2.623
H -2.817 3.622 4.021
H -2.306 -3.332 -4.715
H 3.453 -5.605 -4.156
H -3.185 4.309 -2.982
H -0.302 0.246 3.273
H 4.369 -2.345 -1.523
H 2.077 0.053 -3.394
H 1.399 -1.861 -4.596
H -0.653 -2.724 -4.816
H 4.750 -4.637 -2.261
H 2.753 1.514 0.888
H 2.295 3.895 1.181
H -1.408 -4.487 -0.129
*
```

Mulliken population analysis, charges in e, atoms 1 to 4:
1 Br -0.1606
2 Ni 0.0147
3 S 1.1916
4 F -0.3726

Looking at ΔE to the lowest compared entry with this formula, charge and spin for the records above, in order, we have 45.6 36.2 174.6 kJ/mol.